9
Properties=species:S:1:pos:R:3:forces:R:3 method="wB97M-V/def2-TZVPD" s_squared=0.762 charge=+1 homo_energy_ev="-16.56 / -16.56" homo_lumo_gap_ev="10.15 / 7.43" relative_energy_ev=0.8814 multiplicity=2 total_energy_ha=-171.64722 e_lumo_ev="-6.4111 / -9.1288"
C 0.368 0.144 0.407 -0.540 -0.177 -2.482
C 0.741 1.504 0.463 -0.356 -1.633 2.607
C -1.033 -1.280 -0.634 -0.105 0.381 -1.188
N -0.921 -0.210 0.077 1.272 0.512 0.851
H 1.182 -0.586 0.269 -0.360 -0.110 0.730
H -0.014 2.120 0.948 0.157 0.735 -0.780
H 1.810 1.643 0.604 -0.130 0.729 -0.591
H -1.969 -1.522 -1.137 -0.225 -0.165 0.777
H -0.163 -1.813 -0.998 0.287 -0.271 0.075